Model 1:
20
Properties=species:S:1:pos:R:3:lowdin_charge:R:1 method="wB97M-V/def2-TZVPD" charge=+1 smiles="C[NH2+]C1=CC=N[C@@H](N)N1" homo_lumo_gap_ev=9.24
C -0.5593 -0.0145 -2.5232 -0.13
H -3.6289 0.3031 -0.5929 0.15
N 1.6992 0.1765 0.5035 0.05
C 1.4523 -0.8578 1.5106 0.01
H -1.9549 2.2059 -0.8024 0.15
H 2.2528 -1.1120 2.3068 0.15
H 1.7844 1.1763 0.8916 0.23
C 0.5629 -0.3339 -1.6317 0.02
H -2.4383 -0.6064 0.1626 0.03
H -0.6898 -0.3555 -3.6197 0.15
H 1.3155 -0.8930 -1.9743 0.07
N -0.4137 1.2184 -0.1016 0.09
C 0.6444 0.3063 -0.4645 -0.27
N -1.5000 0.7514 -2.2034 0.10
H 0.4919 -0.4886 1.9714 0.12
H 2.5403 0.0328 -0.0112 0.17
N -2.6662 0.3116 -0.0373 0.07
H 1.2301 -1.8205 1.0034 0.12
C -1.6985 1.1340 -0.8212 -0.40
H -0.5204 1.3331 0.8897 0.12

Model 2:
20
Properties=species:S:1:pos:R:3:lowdin_charge:R:1 method="wB97M-V/def2-TZVPD" charge=+1 homo_lumo_gap_ev="7.29 / 7.62"
C 1.8811 1.0991 -1.8716 -0.02
H -0.1743 1.5946 -1.9587 0.13
N 0.5906 0.7065 -0.1281 -0.02
H 1.8614 0.0307 1.1741 0.19
N -1.5711 1.2589 0.7468 0.14
H -2.1587 -1.5962 -0.6654 0.07
C 2.6873 0.6823 -0.8446 -0.02
H -2.0038 1.3903 1.6842 0.14
N 1.8894 0.4022 0.1916 0.13
C -1.0100 -1.7509 -0.4853 0.09
C 0.6036 1.1489 -1.4164 -0.01
N -0.0971 0.0159 2.0564 0.08
H 0.3340 -0.8589 2.2411 0.07
H -1.6925 1.9316 -0.0001 0.11
H -0.6997 -2.3855 0.3604 0.01
H -0.3137 -1.4452 -1.1494 -0.07
H 3.6946 0.3829 -0.7314 0.14
C -0.5423 0.3983 0.7237 -0.40
H -0.7571 0.0366 2.8817 0.14
H 2.3981 1.3398 -2.8060 0.14

Last place for stability: model 2

Model 1:
66
Properties=species:S:1:pos:R:3:lowdin_charge:R:1 method="wB97M-V/def2-TZVPD" charge=-1 homo_lumo_gap_ev=6.94
H -0.1562 -0.4976 -3.9578 0.11
C 3.9101 -0.3005 0.6090 -0.15
C -2.8662 2.3031 5.2017 -0.07
C -3.9482 1.5113 5.5800 -0.08
N -2.6731 -0.4964 1.4109 -0.10
H -3.7992 -1.2623 -2.4866 0.11
H -0.4110 -6.2306 -3.2619 0.09
S 1.3524 2.4544 -1.3761 0.64
C -2.5980 1.0068 3.2259 -0.22
N 3.1360 -0.4222 -0.4699 0.04
C 1.4462 3.5018 0.0148 -0.58
C -2.0271 0.5219 1.9205 -0.78
F 0.4033 5.2962 -1.1357 0.07
C 3.5796 0.0644 -1.6356 -0.22
I 0.5206 -2.5792 1.2335 1.01
N 0.9847 -3.2329 -2.6488 0.13
C 5.1473 0.3096 0.5796 -0.06
N -0.8755 -1.1422 -0.8661 -0.06
H 5.0823 1.0989 -2.7196 0.12
F 2.5155 1.8746 1.3699 0.04
S -3.8929 -1.0038 2.3639 0.62
C 4.7955 0.7201 -1.7500 0.00
C 0.7680 -1.0578 -3.7652 -0.18
O -5.1612 -0.8383 1.7027 -0.31
C -3.0121 -1.5766 -1.8172 -0.04
O -3.5979 -2.3107 2.8984 -0.32
C -3.6709 0.2316 3.6120 -0.22
O 3.3785 -0.2422 -3.9629 0.00
C 2.7585 -0.2287 -2.8943 -0.54
H -0.9701 -2.4718 -5.2587 0.11
C -0.8186 -4.4302 -4.3901 -0.08
C -2.1770 2.0579 4.0218 -0.03
N 1.4873 -0.5091 -2.6493 -0.05
H -1.7402 0.1155 -2.2339 0.13
S -0.6939 1.2954 1.2406 0.71
C 0.3966 -2.5183 -3.6011 -0.26
C 0.6838 -4.5276 -2.5555 -0.15
F 1.6087 6.0354 3.3349 0.10
C -0.2043 -5.1773 -3.3914 -0.09
C 0.9595 4.8113 -0.0179 -0.25
Mg 1.0020 -0.0084 -0.7319 0.31
H 5.7385 0.3818 1.4812 0.10
H 1.1791 -5.0681 -1.7545 0.10
H 1.3678 -0.9741 -4.6796 0.12
C -4.3669 0.4530 4.7818 -0.04
H -1.3319 2.6584 3.7129 0.09
H -1.5241 -4.8900 -5.0707 0.10
C 5.5866 0.8498 -0.6262 -0.05
H 6.5364 1.3665 -0.6792 0.11
H -4.0072 -3.3550 -1.1313 0.11
C 2.0582 3.9349 2.3402 -0.16
C -2.1092 -3.0741 -0.1896 -0.13
H 3.5040 -0.6984 1.5326 0.10
C 2.0022 3.1123 1.2314 -0.28
H -2.1779 -3.9347 0.4583 0.10
C -1.0193 -2.2261 -0.1307 -0.78
H -4.4684 1.7232 6.5050 0.10
C 1.5579 5.2217 2.2682 -0.15
C -0.5135 -3.0900 -4.4959 -0.04
H -2.5574 3.1209 5.8398 0.10
H -5.2051 -0.1697 5.0630 0.12
F 2.5953 3.4928 3.4872 0.10
C -1.8742 -0.8080 -1.6840 -0.12
C 1.0084 5.6578 1.0740 -0.15
F 0.5212 6.9050 0.9880 0.10
C -3.1231 -2.7357 -1.0649 -0.05

Model 2:
66
Properties=species:S:1:pos:R:3:lowdin_charge:R:1 method="wB97M-V/def2-TZVPD" charge=-1 homo_lumo_gap_ev=6.26
C 0.2065 -0.1627 -6.5977 -0.08
Mg 0.3708 0.7134 0.8086 0.45
H 3.4646 1.0521 2.9155 0.13
F 0.0614 -6.5983 3.2656 0.08
C -0.3075 -1.0562 -4.4154 -0.02
H -4.9500 -0.8247 0.4562 0.09
C -0.2213 -1.0148 4.8793 -0.06
H -0.9326 5.0286 -1.9157 0.10
I -2.2657 -2.1919 1.1875 1.01
C 1.0873 -1.4189 5.1185 -0.07
H -1.8805 2.7115 1.8163 0.11
N 0.5942 1.7253 -2.1787 -0.09
H -4.2614 3.3183 1.3438 0.11
C 2.7918 0.4260 2.3047 -0.21
C 0.9679 -3.8097 1.0466 -0.65
H -1.6079 3.1040 -0.5310 0.11
H 3.1081 -1.2519 4.4125 0.12
C -0.0142 -6.4770 0.9066 -0.15
C 0.7152 -4.5846 2.2002 -0.26
C 0.6543 -4.4377 -0.1796 -0.26
C 0.5493 1.1784 -4.6762 -0.20
C -3.9174 2.3017 1.2263 -0.05
F 0.9630 -4.0589 3.4199 0.05
N 2.1708 1.2202 1.2954 -0.04
H 3.3788 -0.3892 1.8658 0.09
H 1.4499 5.7792 -1.8559 0.11
O -0.3561 3.4375 -3.7726 -0.31
H 1.3131 -2.0782 5.9417 0.11
C 0.5979 1.0499 -6.0423 -0.04
H -1.4701 0.1165 3.5548 0.08
H 0.2466 -0.2962 -7.6684 0.10
H -5.8181 1.5249 0.5996 0.11
C 1.9680 4.3332 -0.3611 0.02
H -1.0297 -1.3238 5.5213 0.10
F 0.8227 -3.7539 -1.3263 0.05
O 2.0696 3.2143 -3.6602 -0.30
C -4.7847 1.2965 0.8164 -0.06
C 2.0777 -0.9642 4.2777 -0.03
C 0.1950 -5.7362 -0.2534 -0.15
C -2.9708 -0.2198 1.0356 -0.77
C 0.2503 -5.8819 2.1360 -0.16
C 2.4369 2.5080 1.2831 -0.52
N 0.4781 0.1969 2.9488 0.05
C -0.2411 -1.2005 -5.7928 -0.07
F -0.4564 -7.7541 0.8390 0.08
C 1.1038 4.9787 -1.2216 -0.05
C 1.7359 -0.1534 3.1934 -0.33
S -0.4642 -0.4851 -1.2625 0.68
H -0.5415 -2.1324 -6.2490 0.10
S 1.6748 -2.2721 1.1379 0.68
N 0.2465 2.8250 0.3120 0.04
C 1.5036 3.2491 0.3729 -0.19
H 0.9318 1.8678 -6.6601 0.11
H -0.6572 -1.8495 -3.7728 0.10
S 0.7868 2.5761 -3.5680 0.66
F -0.0587 -6.3024 -1.4524 0.09
H 3.0014 4.6189 -0.2487 0.12
C 0.0953 0.1502 -3.8624 -0.23
O 3.3156 3.1119 1.9092 0.01
C -0.5912 3.4796 -0.4839 -0.15
N -2.1273 0.7364 1.3700 -0.03
C -0.2186 4.5609 -1.2609 -0.08
C -2.5964 1.9733 1.4800 -0.15
C 0.1283 0.5368 -2.4404 -0.78
C -4.3080 -0.0014 0.7302 -0.12
C -0.4679 -0.2189 3.7818 -0.16

Last place for stability: model 2

Model 1:
14
Properties=species:S:1:pos:R:3:lowdin_charge:R:1 method="wB97M-V/def2-TZVPD" charge=0 homo_lumo_gap_ev=10.24
H 0.9594 -1.7916 0.9945 0.12
H -2.3381 -0.1440 0.5957 0.05
C -0.0113 -1.8466 0.3843 -0.03
H 0.2001 -2.2693 -0.5169 0.04
C -1.3809 0.2194 0.7232 -0.06
O 0.9203 0.1921 0.1613 -0.19
N 0.5752 1.6209 -1.7373 0.14
C 1.3016 1.1290 -0.8547 -0.83
Cl 2.8588 1.6955 -0.3691 0.70
H -1.2294 0.1848 1.7497 0.06
H -1.5253 1.2612 0.3850 0.09
N -0.3251 -0.4617 -0.1052 -0.21
H 0.9482 2.3169 -2.3009 0.03
H -0.9534 -2.1067 0.8905 0.09

Model 2:
14
Properties=species:S:1:pos:R:3:lowdin_charge:R:1 method="wB97M-V/def2-TZVPD" charge=0 smiles="C=C(CCl)NON" homo_lumo_gap_ev=8.31
H 0.6215 0.7038 3.1680 0.06
C 1.0569 -0.2824 -0.8833 0.02
N -0.5421 0.8698 0.8322 -0.06
H -1.5945 -0.9460 -1.6814 0.13
O 0.4551 1.5751 1.4627 -0.15
H -1.4184 1.2209 1.1472 0.10
H 0.8071 -0.8212 -1.8484 0.02
H -1.3064 0.7397 -2.2494 0.07
Cl -3.1001 0.7302 -0.7888 0.59
H 1.1075 -0.2692 1.8494 0.06
C -1.5204 0.1906 -1.3363 -0.60
N 1.1478 0.6268 2.3231 0.06
H 1.9992 0.2381 -0.6070 0.02
C -0.3635 0.3721 -0.4096 -0.32

Last place for stability: model 2